Here is C2H4N2S2 in the gas phase from the Open Molecules 2025 dataset. Energies are from wB97M-V/def2-TZVPD.

Each line ends with the Löwdin spin population.
CARTESIAN COORDINATES (ANGSTROEM)
C (1.472, 0.961, 0.395)  0.52
C (-2.012, -0.737, -0.130)  0.01
N (2.499, 0.872, -0.260)  0.40
N (3.495, 0.738, -0.721)  0.81
S (0.857, -0.536, 1.056)  0.12
S (-0.282, -1.146, -0.485)  0.09
H (1.017, 1.995, 0.458)  0.04
H (-2.384, -0.037, -0.906)  0.00
H (-2.101, -0.499, 0.898)  0.00
H (-2.561, -1.612, -0.303)  0.00

Summary:
* maximum force: 10.7 eV/A
* E_HOMO (spin up / spin down): -5.82 / -9.39 eV
* energy relative to the best compared isomer or geometry (same formula, charge and spin): 228.3 kJ/mol
* spin multiplicity: 3
* ⟨S²⟩: 2.019
* HOMO-LUMO gap (spin up / spin down): 6.40 / 7.43 eV